Entry 1:
Entry from OMol25: a structure of composition C40H53GeInN4OS2 (ωB97M-V with the def2-TZVPD basis set).

The largest force on an atom comes out at 0.89 eV/Å. As for the net charge: +2. Its LUMO energy is -6.55 eV. The total energy is -4913.26950 a.u. The value obtained for the energy above the lowest of the compared OMol25 structures with the same formula, charge and spin is 0.000 eV. The HOMO-LUMO gap comes out at 0.247 hartree.

Atoms and positions in Å:
1 In -1.9207 0.1516 1.0087
2 C -2.9000 3.5744 3.3087
3 C -3.4049 2.6062 2.2642
4 C -3.3178 2.9326 0.9030
5 C -2.5485 4.1542 0.4648
6 C -4.0418 2.1891 -0.0474
7 C -4.0372 2.6438 -1.4858
8 C -4.8194 1.1015 0.3659
9 C -5.7836 0.4247 -0.5786
10 C -4.7415 0.6543 1.7002
11 C -5.4836 -0.6016 2.0922
12 C -4.0496 1.4198 2.6580
13 C -4.0720 1.0455 4.1203
14 H -1.8390 3.4326 3.5314
15 H -3.4543 3.4663 4.2365
16 H -3.0387 4.5994 2.9729
17 H -3.2342 4.9844 0.2760
18 H -2.0021 3.9739 -0.4594
19 H -1.8315 4.4734 1.2155
20 H -3.0235 2.8557 -1.8272
21 H -4.6125 3.5658 -1.5980
22 H -4.4609 1.8999 -2.1528
23 H -5.3424 -0.4575 -1.0519
24 H -6.1141 1.1020 -1.3604
25 H -6.6734 0.1032 -0.0427
26 H -5.0079 -1.1130 2.9246
27 H -5.5354 -1.3041 1.2636
28 H -6.5054 -0.3658 2.3989
29 H -4.9155 1.5263 4.6218
30 H -3.1589 1.3591 4.6233
31 H -4.1796 -0.0247 4.2710
32 S 0.4453 -2.0805 0.9454
33 C 1.6999 -1.5291 -0.0025
34 N 2.9211 -1.2522 0.4470
35 C 3.9689 -0.8558 -0.4829
36 C 3.8223 -1.6197 -1.7757
37 N 2.4596 -1.4833 -2.2999
38 C 2.3356 -1.6276 -3.7475
39 C 2.9945 -0.5015 -4.5221
40 C 3.5084 -0.7749 -5.7848
41 C 4.0954 0.2318 -6.5350
42 C 4.1666 1.5247 -6.0372
43 C 3.6623 1.8023 -4.7762
44 C 3.0909 0.7914 -4.0159
45 C 1.4577 -1.3762 -1.4699
46 S -0.2018 -1.2353 -1.9511
47 C 3.2660 -1.2500 1.8729
48 C 4.1800 -2.4015 2.2208
49 C 3.6635 -3.6833 2.3860
50 C 4.5070 -4.7368 2.7031
51 C 5.8702 -4.5192 2.8523
52 C 6.3920 -3.2467 2.6771
53 C 5.5476 -2.1916 2.3611
54 H 4.9320 -1.0969 -0.0368
55 H 3.9268 0.2242 -0.6612
56 H 4.0353 -2.6812 -1.6185
57 H 4.5084 -1.2242 -2.5223
58 H 1.2804 -1.7187 -4.0009
59 H 2.8220 -2.5692 -4.0163
60 H 3.4492 -1.7795 -6.1877
61 H 4.5027 0.0043 -7.5108
62 H 4.6237 2.3129 -6.6194
63 H 3.7118 2.8060 -4.3749
64 H 2.7395 1.0261 -3.0165
65 H 2.3386 -1.3072 2.4362
66 H 3.7622 -0.3003 2.0875
67 H 2.5984 -3.8558 2.2833
68 H 4.0972 -5.7291 2.8357
69 H 6.5232 -5.3399 3.1168
70 H 7.4534 -3.0701 2.7877
71 H 5.9592 -1.1930 2.2550
72 N 0.9932 1.2657 8.0365
73 C 0.2857 0.2344 7.5283
74 O -0.0903 -0.7079 8.1893
75 C -0.0389 0.2818 6.0475
76 C 0.2564 1.3245 5.1764
77 C -0.1262 1.2114 3.8504
78 N -0.7721 0.1532 3.3648
79 C -1.0535 -0.8504 4.2005
80 C -0.7033 -0.8280 5.5347
81 H 1.2095 1.2515 9.0197
82 H 1.3067 2.0498 7.4971
83 H 0.7639 2.2239 5.4970
84 H 0.0921 2.0016 3.1384
85 H -1.5756 -1.6981 3.7678
86 H -0.9360 -1.6451 6.2035
87 C -3.0738 -1.0446 -4.3023
88 Ge -1.3244 -0.4293 -4.9472
89 C -0.3988 -1.7520 -6.0683
90 C -1.2349 1.3633 -5.7445
91 C -0.2225 -0.0130 -3.2982
92 H -3.6935 -1.3387 -5.1487
93 H -3.5871 -0.2531 -3.7571
94 H -2.9605 -1.9107 -3.6497
95 H -0.9697 -1.8518 -6.9921
96 H -0.3436 -2.7380 -5.6067
97 H 0.6045 -1.4134 -6.3278
98 H -1.6041 1.3737 -6.7689
99 H -0.1905 1.6791 -5.7577
100 H -1.8116 2.0834 -5.1645
101 H -0.6577 0.8757 -2.8358
102 H 0.7890 0.2344 -3.6012

Here are the Mulliken charges for atoms 1 to 99, given in e: 0.810, -2.291, 1.065, 0.933, -2.158, 1.100, -1.944, 1.124, -2.270, 0.763, -2.210, 1.041, -2.284, 0.274, 0.474, 0.565, 0.381, 0.393, 0.497, 0.277, 0.365, 0.244, 0.321, 0.586, 0.447, 0.405, 0.483, 0.390, 0.420, 0.427, 0.368, -0.250, 0.209, 0.212, -0.577, -0.753, 0.238, -2.116, 1.341, -0.541, -0.704, -0.576, -1.042, 0.194, 0.655, -0.154, -1.361, 0.592, -0.289, -0.716, -0.431, -0.699, -0.233, 0.455, 0.264, 0.380, 0.496, 0.224, 0.615, 0.452, 0.438, 0.452, 0.422, 0.462, 0.308, 0.549, 0.402, 0.413, 0.405, 0.401, 0.404, -0.279, 0.199, -0.589, 1.028, -0.472, -1.257, 0.126, -0.545, -0.650, 0.253, 0.132, 0.311, 0.660, 0.507, 0.552, -1.001, 0.667, -1.175, -1.178, -0.075, 0.450, 0.108, 0.389, 0.454, 0.370, 0.322, 0.409, 0.371

Entry 2:
Entry from OMol25: an isolated molecule of C4H8O (ωB97M-V with the def2-TZVPD basis set).

The largest force on an atom comes out at 0.34 eV/Å. Its LUMO energy is 1.03 eV. The total energy is -232.41192 a.u. The value obtained for the energy above the lowest of the compared OMol25 structures with the same formula, charge and spin is 0.917 eV. Its structure (SMILES) is CC1(O)CC1. The HOMO-LUMO gap comes out at 0.389 hartree.

Atoms and positions in Å:
1 C -1.2249 -0.4761 0.6220
2 C -0.1584 0.1810 -0.2244
3 O -0.6698 0.9289 -1.2969
4 C 1.1738 -0.4899 -0.4179
5 C 1.0547 0.7754 0.4041
6 H -0.7954 -1.0661 1.4393
7 H -1.8262 -1.1550 0.0017
8 H -1.8949 0.2782 1.0501
9 H -1.2711 0.3540 -1.7933
10 H 1.3660 -1.4328 0.0884
11 H 1.6404 -0.3853 -1.3935
12 H 1.1499 0.7168 1.4849
13 H 1.4493 1.6845 -0.0421

What are the Mulliken partial charges on each atom? They are as follows, in elementary charge units: -1.353, 1.039, -0.553, -0.773, -0.708, 0.332, 0.373, 0.297, 0.339, 0.244, 0.266, 0.238, 0.259